# 1
The following is a DFT calculation (ωB97M-V/def2-TZVPD) of a cluster of 5 separate species, C43H93N6S in total.

Properties
Energy (a.u.): -2420.43164
Total charge: +1
E_HOMO (eV): -9.33

Each line ends with the Mulliken charge.
Element x y z (Å)
H1 -4.4319 -0.2977 -10.0956  0.343
C1 -1.5732 -0.1691 -8.5115  -0.583
N1 10.3195 2.3695 6.4718  0.080
N2 -1.9573 0.8972 1.7404  -0.501
N3 -8.9701 -3.2401 2.4216  0.095
H2 0.2526 0.0024 -9.6535  0.397
C2 -0.7550 2.5336 -1.9354  -0.932
C3 -1.0976 -3.0403 -1.0203  -1.234
H3 12.1560 0.0183 6.5188  0.224
H4 9.3506 0.1650 5.0973  0.239
C4 -2.6460 1.2185 -6.7943  -0.191
H5 13.5278 1.0902 6.3345  0.391
H6 1.5191 -3.1269 -4.9901  0.469
C5 -2.2545 -2.1248 -0.4980  0.162
H7 8.3698 1.8059 6.9186  0.246
H8 -6.3407 -2.3572 2.5053  0.229
C6 2.4855 1.8836 4.9968  -0.344
H9 -9.9767 -1.6287 3.2609  0.469
H10 -9.3297 -5.1268 3.2421  0.354
C7 11.7067 2.1318 6.8470  -0.692
H11 -5.7323 -3.4313 1.2491  0.052
H12 -1.3006 0.1551 1.4983  0.320
C8 1.4769 1.7178 3.8697  -0.923
H13 -6.7900 1.3364 -4.3489  0.432
C9 3.9966 0.1632 4.0872  -0.761
C10 9.3724 1.3666 6.9366  -0.532
C11 -3.6398 -2.4387 -1.1884  0.207
H14 -0.7172 2.2450 -6.7301  0.239
C12 -9.0426 -1.8219 2.7269  -0.315
H15 0.8614 2.6177 3.7909  0.445
H16 0.6698 -4.3098 -3.2341  0.375
H17 4.6020 2.0961 3.2323  0.253
C13 -3.4394 1.3439 -9.0834  -0.360
H18 9.5524 1.1635 7.9955  0.330
H19 3.4261 1.6724 0.2470  0.457
N4 -4.9931 -0.7143 -2.5139  0.241
C14 9.3179 0.0339 6.1805  -1.059
C15 -3.8091 0.5651 -10.3376  -1.444
H20 -7.9429 -4.7263 1.3803  0.364
H21 -7.9928 -3.0158 5.0332  0.271
H22 10.8666 3.6298 4.9138  0.453
H23 1.3047 -3.0305 -2.1212  0.374
C16 10.1700 2.8062 5.0928  -0.382
H24 1.9642 1.5742 2.9051  -0.188
C17 -0.4184 0.6556 -9.0908  -0.985
H25 -4.3732 1.2077 -11.0155  0.436
C18 -0.8554 -2.9340 -2.5592  0.416
H26 8.0236 2.5278 4.8118  -0.139
H27 -1.9816 3.0108 -5.7852  0.386
H28 -0.6010 3.6056 -1.7244  0.510
H29 0.1797 1.1216 -8.3077  0.228
H30 12.3184 1.0116 5.0614  0.273
N5 3.2874 0.6983 5.2375  0.114
H31 -3.5953 -3.5211 -1.4278  0.455
H32 -2.8939 0.5805 1.4932  0.302
H33 -0.5374 2.1350 -4.0855  -0.533
H34 5.2045 0.6834 2.3700  0.344
H35 3.1076 2.7656 4.7842  0.229
H36 10.4368 2.0104 4.3815  0.236
C19 1.1407 1.7754 0.1643  -1.411
H37 12.2628 3.0590 6.6710  0.413
H38 -1.8733 -0.9041 -9.2634  0.389
H39 -1.9558 -1.0645 -0.6410  -0.451
H40 -2.8441 2.2205 -9.3772  0.265
H41 4.8194 2.8176 6.2263  0.267
H42 10.1287 -0.6311 6.4736  0.337
C20 12.4564 0.9961 6.1435  -0.955
H43 -0.7611 1.4334 -9.7746  0.271
H44 -1.8129 2.3371 -2.2209  0.502
C21 -1.6006 2.0838 0.9525  -0.455
H45 -0.1527 -2.7834 -0.5009  0.499
H46 1.5910 0.7366 -2.3067  0.134
H47 -2.9280 0.2186 -10.8802  0.294
H48 3.2545 -0.1731 3.3546  0.348
C22 0.7431 0.6520 -3.0182  0.142
H49 -4.5367 -0.1322 -4.5935  0.410
H50 -1.0042 2.7808 1.5665  0.319
S1 -0.4858 1.4934 -0.4384  0.543
H51 -4.4150 -2.2603 -0.4238  -0.689
C23 -6.8230 0.4507 -2.2276  -0.632
C24 0.6324 -3.2285 -2.9809  -1.144
H52 -7.9737 -3.1873 0.6033  0.404
H53 -2.4783 2.5801 0.5030  0.438
C25 5.1607 1.8360 6.5589  -0.547
H54 -4.3694 1.7291 -8.6556  0.448
H55 -5.9867 -0.8883 -0.5873  0.177
H56 3.0645 -1.3840 -4.4490  0.468
H57 5.9410 1.1444 3.8913  0.031
C26 -1.7819 2.4827 -6.7230  -1.240
H58 0.9136 2.8266 -3.3106  0.467
H59 4.5068 -0.2079 6.6723  0.397
H60 -2.2866 0.5040 -6.0432  0.060
H61 -1.4964 -3.6914 -3.0622  0.516
H62 2.1821 0.8362 -4.6635  0.502
C27 -6.4363 -3.3603 2.0842  -0.573
H63 8.4815 4.1347 5.4071  0.313
H64 0.8124 0.8711 4.0559  0.313
C28 -7.8567 -3.6562 1.5856  -0.910
H65 8.3840 -0.4841 6.4168  0.392
C29 4.0645 0.7714 6.4681  -0.894
H66 5.4854 1.9420 7.5963  0.480
H67 -3.6562 1.4867 -6.4636  0.318
H68 -9.8487 -1.1880 0.8146  0.331
C30 0.1186 2.0672 -3.1744  0.167
H69 3.3660 0.9385 7.2948  0.379
C31 -6.3541 0.6958 -3.5798  -0.703
H70 -10.2241 -3.8276 3.9619  0.410
H71 -7.7120 0.9114 -1.7790  0.418
H72 -1.1710 -1.9545 -2.9842  -0.464
H73 8.7667 3.6902 3.7222  0.460
C32 4.9896 1.0836 3.3658  -0.683
H74 0.6548 0.0161 -5.1664  0.071
H75 2.2447 -1.2429 -2.8796  0.354
C33 -9.2335 -4.0893 3.5753  -0.697
H76 0.1365 -1.9893 -4.6937  0.085
C34 1.0612 -2.4304 -4.2613  -0.387
H77 -8.6871 -4.5202 5.6197  0.394
C35 2.3449 1.7934 0.2192  0.764
C36 -5.9603 -0.4530 -1.5862  -0.055
C37 -8.2458 -4.0372 4.7451  -0.956
H78 -2.9195 -0.8381 -2.4886  -0.103
H79 -1.3687 -4.0944 -0.7973  0.302
H80 -6.1108 -4.0820 2.8319  0.329
H81 -8.2292 -1.5033 3.3961  0.225
H82 1.9226 2.1136 5.9051  0.460
H83 -7.3242 -4.5747 4.5221  0.233
H84 -8.0906 -0.9958 0.9483  -0.108
C38 -5.1745 -0.0744 -3.7055  -0.498
H85 -1.9887 3.1792 -7.5354  0.357
C39 -3.7812 -1.5459 -2.4624  -0.099
H86 -2.3055 -2.3117 0.5996  0.486
H87 -3.6650 -2.1575 -3.3817  0.389
H88 11.7634 1.9739 7.9280  0.357
H89 -1.1936 -0.7765 -7.6838  0.228
C40 1.3906 0.1195 -4.3487  -0.693
H90 -0.0128 -0.0912 -2.6905  -0.088
H91 4.5140 -0.7538 4.3798  0.367
C41 2.0734 -1.2610 -3.9805  -0.836
C42 8.7769 3.3161 4.7481  -0.967
N6 -2.7645 0.5429 -8.0734  0.176
H92 6.0439 1.5604 5.9821  -0.123
H93 -9.1635 0.1122 1.7920  0.465
C43 -9.0345 -0.9302 1.4940  -1.042

***

# 2
The following is a DFT calculation (ωB97M-V/def2-TZVPD) of a cluster of 2 separate species, C5H13N6 in total.

Properties
Energy (a.u.): -526.51132
ΔE to the lowest compared entry with this formula, charge and spin (eV): 3.654
Total charge: +1
E_HOMO (eV): -14.16

Each line ends with the Mulliken charge.
Element x y z (Å)
H1 -1.6012 -0.6276 -2.4175  0.252
N1 -0.0990 -0.6924 1.4306  0.437
N2 -0.5907 -2.6365 2.2861  -0.492
C1 -1.0694 1.1446 -1.5993  -0.660
H2 -2.9359 0.1634 -1.8277  0.278
N3 0.1149 -1.5330 2.3829  -0.409
H3 -1.8572 -3.3076 0.6741  0.371
C2 1.0713 1.0075 0.8429  0.475
H4 0.7009 -0.0508 -2.2019  0.522
H5 -1.1661 1.6839 -2.5281  0.427
H6 1.8496 0.8883 2.7042  0.407
C3 0.4916 0.7884 -1.6612  -0.855
C4 -1.2302 -2.5077 1.1691  0.029
H7 2.1491 0.2333 -0.7327  0.282
N4 1.2972 0.7063 -0.4377  -0.116
H8 0.2355 1.7688 1.1335  0.277
H9 -1.5180 -0.9735 -0.1774  0.413
C5 2.2411 0.7674 1.7253  -1.369
H10 -1.4311 1.6788 -0.7910  0.418
H11 3.0012 1.5388 1.4759  0.351
N5 -1.9102 -0.0832 -1.5794  -0.762
H12 2.4366 -0.3004 1.6373  0.458
N6 -1.0713 -1.2758 0.6731  -0.117
H13 0.8913 1.6189 -2.1813  0.382

***

# 3
The following is a DFT calculation (ωB97M-V/def2-TZVPD) of a structure of composition C21H14Co2NO6.

Properties
Energy (a.u.): -4080.24667
ΔE to the lowest compared entry with this formula, charge and spin (eV): 2.585
Total charge: -1
E_HOMO (eV): -1.25

Each line ends with the Mulliken charge.
Element x y z (Å)
C1 3.0641 0.3687 -0.8145  0.011
H1 -4.9152 0.5148 -1.4562  0.377
C2 -0.4254 2.7243 -0.0786  0.010
C3 -4.0874 1.1429 1.7950  -0.754
O1 0.4658 4.5858 2.6775  -0.445
C4 -0.3622 -0.2695 -1.6763  -0.077
N1 -0.2897 -0.9743 -0.5260  0.436
C5 0.0855 -0.8440 -2.8574  -1.060
H2 1.3547 0.3232 2.9503  0.464
O2 5.3173 1.6640 2.0790  -0.432
O3 3.2381 0.0869 -1.9239  -0.371
C6 0.0929 0.5854 1.1710  0.880
H3 0.9824 -2.6125 -3.7524  0.312
C7 0.6966 -2.0963 -2.8346  -0.856
O4 2.9429 3.4316 -0.4229  -0.597
H4 -2.6900 -0.5651 -1.4139  0.473
C8 0.9570 -2.6933 -1.5990  1.095
C9 4.3170 1.3192 1.6224  0.059
C10 2.4375 2.5493 0.1743  0.674
C11 -3.0468 -0.0434 -0.5229  -0.215
H5 0.9885 -4.8549 -1.7680  0.284
H6 1.9298 -4.1870 -0.4237  0.350
H7 -0.1124 -0.2926 -3.7721  0.412
C12 -4.8504 1.1138 0.6231  -0.392
H8 0.6977 -2.4426 0.5591  0.043
C13 -0.8143 -0.4297 0.7312  0.937
C14 -2.2501 0.0999 0.6160  -0.188
H9 2.5430 -4.0596 -2.0950  0.354
C15 1.2392 0.6901 1.9240  -1.538
Co1 2.8272 0.8082 0.8640  0.187
H10 -2.1367 0.7296 2.6617  0.434
H11 -4.4986 1.5225 2.7318  0.351
C16 -2.7727 0.6748 1.7722  -0.262
C17 3.2135 -0.8734 1.2461  0.701
H12 -0.8857 0.6902 -1.6373  0.578
O5 -1.2828 3.0617 -0.7897  -0.421
C18 1.6416 -4.0201 -1.4691  -1.499
O6 3.4582 -1.9887 1.4327  -0.390
Co2 0.7896 2.1887 1.0511  -0.494
C19 0.6198 3.6142 2.0677  0.230
H13 -5.8543 1.5383 0.6158  0.361
C20 0.5314 -2.0528 -0.4473  -0.635
H14 -0.8269 -1.2604 1.4522  0.429
C21 -4.3300 0.5321 -0.5375  -0.817

***

# 4
The following is a DFT calculation (ωB97M-V/def2-TZVPD) of a cluster of 2 separate species, H6N2OSi in total.

Properties
Energy (a.u.): -477.82938
ΔE to the lowest compared entry with this formula, charge and spin (eV): 2.836
E_HOMO (eV): -7.48

Each line ends with the Mulliken charge.
Element x y z (Å)
H1 -0.2270 -2.2100 0.0183  0.228
H2 -0.4922 0.3754 -2.7400  -0.169
O1 1.7470 0.7834 0.1302  -0.400
N1 0.4301 -1.5481 0.3944  -0.341
H3 1.3527 -1.9425 0.4781  0.240
H4 -1.1206 1.8744 0.3185  0.229
N2 -1.0245 0.9017 0.5693  -0.392
H5 1.8738 1.6940 -0.1175  0.321
H6 -1.9264 0.4580 0.4813  0.242
Si1 0.3202 0.0771 -0.0975  0.042